Entry 1:
{
  "formula": "C24H56N8O8",
  "method": "ωB97M-V/def2-TZVPD",
  "spin_multiplicity": 1,
  "relative_energy_kj_mol": 751.2,
  "charge": 0,
  "e_tot_ev": -54094.14614,
  "species": ["C", "N", "C", "C", "O", "H", "H", "H", "H", "H", "H", "H", "C", "N", "C", "C", "O", "H", "H", "H", "H", "H", "H", "H", "C", "N", "C", "C", "O", "H", "H", "H", "H", "H", "H", "H", "C", "N", "C", "C", "O", "H", "H", "H", "H", "H", "H", "H", "C", "N", "C", "C", "O", "H", "H", "H", "H", "H", "H", "H", "C", "N", "C", "C", "O", "H", "H", "H", "H", "H", "H", "H", "C", "N", "C", "C", "O", "H", "H", "H", "H", "H", "H", "H", "C", "N", "C", "C", "O", "H", "H", "H", "H", "H", "H", "H"],
  "xyz": [[-2.33744, 3.10086, 3.07216], [-1.82100, 2.12999, 3.99959], [-0.60269, 2.58087, 4.63085], [-2.55374, 1.01698, 4.27383], [-2.35903, 0.19333, 5.18161], [-3.01315, 3.81788, 3.53843], [-2.99252, 2.65415, 2.32422], [-1.54828, 3.59102, 2.50202], [-0.83170, 3.38763, 5.32713], [-0.12700, 1.75796, 5.16436], [0.02805, 2.99612, 3.84482], [-3.43468, 0.95314, 3.61651], [-0.26578, -2.39091, 0.93985], [0.32220, -1.12650, 0.53225], [1.62611, -0.81711, 1.03904], [-0.35524, -0.11528, -0.10434], [0.06076, 0.98852, -0.43007], [-0.36636, -2.45715, 2.02318], [0.14859, -3.30084, 0.50577], [-1.32806, -2.45647, 0.70457], [1.60959, -0.55390, 2.09665], [2.24728, -1.69099, 0.84263], [2.16492, 0.00190, 0.56256], [-1.37605, -0.43033, -0.37061], [-2.76382, -5.47874, 5.06659], [-1.49971, -6.01564, 5.47353], [-1.23673, -7.33873, 4.82520], [-0.68806, -5.37983, 6.25791], [0.44661, -5.76121, 6.54099], [-3.17185, -4.70145, 5.71269], [-3.53725, -6.24263, 4.98663], [-2.53973, -5.03439, 4.09684], [-1.97358, -8.11311, 5.03854], [-1.17523, -7.17905, 3.74872], [-0.29490, -7.83502, 5.05917], [-1.14722, -4.45573, 6.64182], [-2.19562, 3.55473, -3.89046], [-2.36930, 4.38764, -5.04646], [-1.15159, 4.44238, -5.89100], [-3.45015, 5.17826, -5.32573], [-3.49755, 5.92337, -6.28464], [-3.00001, 2.84257, -3.70635], [-2.07938, 4.14967, -2.98457], [-1.29048, 2.95180, -3.96330], [-1.35928, 5.03365, -6.78283], [-0.22004, 4.85171, -5.50015], [-0.89575, 3.40994, -6.12919], [-4.26314, 4.88030, -4.64569], [-5.41497, -3.40165, -4.93840], [-5.95719, -4.25028, -3.81914], [-5.01061, -4.56188, -2.75103], [-7.23716, -4.64090, -3.85719], [-7.77305, -5.29717, -2.95267], [-5.04981, -2.40780, -4.67951], [-6.20336, -3.19932, -5.66338], [-4.64359, -3.93494, -5.49399], [-4.32737, -5.38640, -2.95465], [-4.34369, -3.72132, -2.55927], [-5.55455, -4.83014, -1.84534], [-7.74692, -4.41014, -4.80540], [2.63307, -1.87960, -4.59826], [1.31026, -2.35967, -4.76698], [1.14099, -3.69893, -4.14572], [0.30656, -1.59491, -5.14208], [-0.90590, -1.89527, -4.95537], [3.05705, -1.90544, -3.59443], [2.66017, -0.88408, -5.04133], [3.20925, -2.47351, -5.30775], [0.11442, -4.05545, -4.06119], [1.57399, -4.49151, -4.75598], [1.70246, -3.76940, -3.21412], [0.68923, -0.63598, -5.52446], [7.33784, 3.32517, 5.94560], [6.23860, 2.49288, 5.45070], [5.23582, 2.06313, 6.43821], [6.25813, 2.11144, 4.16003], [5.50116, 1.22254, 3.72244], [7.73717, 2.88068, 6.85722], [7.00235, 4.35575, 6.06165], [8.19096, 3.21660, 5.27590], [5.69070, 1.57501, 7.30014], [4.67664, 2.92701, 6.79756], [4.47686, 1.44138, 5.96335], [6.93511, 2.72660, 3.54726], [3.35612, 3.74285, -2.99628], [3.30292, 4.76215, -1.92628], [2.48684, 5.96381, -2.11787], [4.02240, 4.53589, -0.82995], [4.40164, 5.41824, -0.09537], [3.67609, 4.30461, -3.87385], [2.35568, 3.31908, -3.08372], [4.11474, 2.96607, -2.90037], [2.76074, 6.54831, -2.99618], [1.47146, 5.67243, -2.38660], [2.47154, 6.64988, -1.27101], [4.52785, 3.56282, -0.73065]],
  "forces_ev_per_a": [[-1.1, 0.0, -0.9], [-0.3, -0.2, -0.5], [-0.2, -0.4, 0.4], [0.5, -0.6, 1.8], [0.1, 1.3, -1.6], [0.4, 0.4, 0.3], [0.1, -0.4, -0.1], [0.0, 0.1, 0.3], [0.1, 0.0, 0.2], [0.0, 0.1, -0.1], [0.3, -0.2, 0.2], [0.1, -0.1, -0.1], [-1.4, 0.3, 0.3], [-0.3, 1.2, -0.7], [1.3, -0.4, 0.2], [-0.3, -0.5, -0.4], [0.1, -0.9, 0.6], [0.8, -0.1, 0.2], [0.6, 0.3, 0.1], [-0.1, 0.5, -0.7], [0.0, -0.3, 0.2], [0.2, -0.1, 0.5], [-0.7, 0.1, -0.4], [-0.1, 0.0, 0.0], [-0.2, 0.7, -0.6], [-1.8, -3.5, -1.3], [0.8, 0.4, -0.1], [2.6, 0.3, 1.5], [-0.7, 0.5, 0.1], [0.4, 0.0, 0.2], [0.2, -0.1, -0.1], [-0.9, 0.1, -0.3], [-0.5, 0.5, 0.1], [-0.3, 0.0, -0.1], [0.2, 0.8, 0.6], [0.2, 0.2, 0.1], [-0.3, -0.2, 1.1], [1.8, 0.5, -0.9], [-0.7, -0.1, -0.6], [1.0, -1.3, -0.5], [-0.4, 0.1, 0.7], [-0.3, 0.1, -0.2], [0.0, 0.1, 0.2], [-0.1, 0.1, -0.3], [-0.2, -0.3, 0.0], [-0.3, 0.4, 0.9], [-0.1, 0.0, -0.4], [-0.4, 0.6, 0.0], [-0.7, -0.8, 0.0], [1.9, 1.8, -1.5], [-0.3, -0.1, 0.4], [-0.7, -1.7, 1.8], [0.5, 0.9, -1.3], [0.1, -0.2, 0.7], [-0.2, -0.2, 0.1], [0.2, 0.0, 0.2], [-0.2, -0.3, -0.5], [-0.3, 0.3, 0.0], [-0.1, 0.2, -0.1], [0.0, 0.2, 0.2], [0.8, 0.5, -2.1], [0.1, -2.6, 2.0], [-0.2, -0.3, -0.7], [-3.6, -0.2, 1.3], [2.7, 0.9, -1.1], [-0.3, 0.0, 0.0], [0.2, 0.3, 0.4], [0.8, -0.1, 0.4], [-0.1, 0.8, 0.3], [0.4, 0.3, -0.5], [-0.4, 0.3, 0.2], [-0.5, 0.1, -0.2], [-0.2, -0.7, -0.2], [0.6, 0.3, 0.9], [-0.1, 0.3, -0.8], [-2.4, -1.9, -0.2], [1.5, 1.7, 0.2], [-0.3, 0.3, 0.4], [0.4, 0.0, 0.2], [-0.2, 0.5, -0.3], [0.1, -0.2, -0.2], [0.2, 0.3, 0.1], [0.4, -0.3, -0.1], [0.1, -0.4, -0.1], [-0.6, 1.4, 0.1], [-0.5, -1.1, -0.7], [-0.2, -0.3, -0.7], [2.2, 0.9, 0.0], [-0.5, 0.6, 1.4], [-0.4, -0.2, -0.5], [0.1, -0.2, -0.5], [-0.1, 0.1, 0.8], [0.7, 0.0, 0.0], [-0.3, -0.2, 0.4], [0.3, -0.5, 0.1], [-0.7, -0.4, -0.3]]
}

Entry 2:
{
  "formula": "C24H57F7N5O7S",
  "method": "ωB97M-V/def2-TZVPD",
  "spin_multiplicity": 1,
  "charge": -1,
  "e_tot_ev": -77451.34380,
  "species": ["C", "S", "O", "O", "C", "F", "F", "C", "F", "F", "C", "F", "F", "F", "H", "H", "C", "C", "C", "O", "C", "N", "H", "H", "H", "H", "H", "H", "H", "H", "H", "H", "H", "C", "C", "C", "O", "C", "N", "H", "H", "H", "H", "H", "H", "H", "H", "H", "H", "H", "C", "C", "C", "O", "C", "N", "H", "H", "H", "H", "H", "H", "H", "H", "H", "H", "H", "C", "C", "C", "O", "C", "N", "H", "H", "H", "H", "H", "H", "H", "H", "H", "H", "H", "C", "C", "C", "O", "C", "N", "H", "H", "H", "H", "H", "H", "H", "H", "H", "H", "H"],
  "xyz": [[-3.52654, 3.23271, 1.56032], [-2.34312, 3.46711, 0.42128], [-1.18215, 2.61371, 0.67317], [-2.71616, 3.49520, -0.98947], [-1.64057, 5.16924, 0.74520], [-0.48320, 5.29565, 0.04785], [-1.32991, 5.23767, 2.06684], [-2.51154, 6.44236, 0.46435], [-3.37698, 6.63152, 1.48563], [-1.65161, 7.51059, 0.44296], [-3.32086, 6.54530, -0.85797], [-2.59269, 6.24516, -1.89726], [-3.71464, 7.81324, -1.00520], [-4.41100, 5.81578, -0.82831], [-4.47791, 3.63063, 1.19770], [-3.52516, 2.15180, 1.73571], [-1.78220, -1.50729, -2.55452], [-2.26049, -0.37116, -1.66000], [-3.44019, -0.73032, -0.75116], [-4.69749, -0.80286, -1.40699], [-4.97298, -2.02710, -2.04545], [-2.50468, 0.82019, -2.46904], [-2.44659, -1.69037, -3.40167], [-0.79904, -1.25304, -2.95029], [-1.68274, -2.43914, -1.99041], [-1.42592, -0.12107, -0.99574], [-3.54528, 0.05711, -0.00134], [-3.24809, -1.67392, -0.21979], [-4.56021, -2.87276, -1.48390], [-4.58160, -2.05641, -3.06672], [-6.05760, -2.13643, -2.09320], [-2.66873, 1.60281, -1.83561], [-3.38104, 0.70686, -2.97189], [2.10617, -0.41094, 3.52137], [1.17215, 0.41512, 2.64192], [0.87475, 1.82084, 3.17638], [-0.03181, 1.84395, 4.26490], [0.53669, 1.64087, 5.53671], [-0.07028, -0.32307, 2.38811], [1.60033, -0.78574, 4.41134], [2.47259, -1.27852, 2.96897], [2.97087, 0.17871, 3.83451], [1.66628, 0.55047, 1.67436], [0.39105, 2.37592, 2.37005], [1.79703, 2.35715, 3.44409], [1.53276, 2.09311, 5.60663], [0.61015, 0.57902, 5.79289], [-0.11572, 2.12166, 6.26680], [-0.60903, 0.21499, 1.71051], [-0.62587, -0.28751, 3.23940], [4.00986, -3.91707, -2.15897], [3.21452, -3.21522, -3.25273], [2.74319, -1.80701, -2.86896], [1.64365, -1.77652, -1.99195], [1.94014, -1.87700, -0.61021], [2.10612, -4.07986, -3.66786], [3.36051, -4.26345, -1.35515], [4.51889, -4.79061, -2.56769], [4.76172, -3.25222, -1.72887], [3.87627, -3.09459, -4.11729], [2.40171, -1.30485, -3.77946], [3.57294, -1.21224, -2.46144], [2.88779, -1.38208, -0.37337], [1.98035, -2.91531, -0.27199], [1.14025, -1.37132, -0.06909], [1.63854, -3.66413, -4.46817], [1.40829, -4.05931, -2.92807], [0.12609, -5.51505, 4.49371], [-0.31986, -4.72181, 3.26819], [0.03969, -5.40122, 1.93971], [1.40579, -5.30917, 1.57626], [2.25607, -6.27559, 2.15619], [0.18160, -3.35336, 3.37344], [1.19998, -5.42598, 4.65917], [-0.36991, -5.13062, 5.38479], [-0.12000, -6.57523, 4.39635], [-1.41329, -4.66574, 3.29535], [-0.51073, -4.90166, 1.13862], [-0.27066, -6.45589, 1.94439], [1.74792, -7.23964, 2.26409], [2.63020, -5.95823, 3.13287], [3.10946, -6.40345, 1.49018], [-0.20490, -2.75979, 2.64217], [1.17974, -3.36482, 3.17963], [2.55825, 2.40382, -2.90924], [1.04460, 2.44724, -3.10757], [0.53020, 3.79447, -3.63606], [0.46937, 4.82878, -2.67632], [1.67229, 5.51543, -2.43149], [0.38586, 2.02980, -1.87706], [2.85857, 2.94773, -2.01283], [2.88451, 1.37000, -2.78457], [3.08949, 2.83058, -3.76483], [0.79336, 1.70769, -3.87715], [-0.49988, 3.65321, -3.97106], [1.12230, 4.12493, -4.50467], [2.26875, 5.61897, -3.34633], [2.27737, 5.02253, -1.66449], [1.41164, 6.50990, -2.06742], [-0.61306, 1.94585, -2.05328], [0.45521, 2.78029, -1.19346]],
  "forces_ev_per_a": [[0.1, 0.0, -0.6], [-0.2, -1.2, 0.2], [0.0, 0.2, 0.2], [0.0, 0.8, -0.1], [0.0, 0.1, 0.2], [-0.4, 0.0, 0.1], [0.1, 0.1, -0.4], [0.3, 0.2, 0.1], [0.2, -0.1, -0.3], [-0.3, -0.3, 0.1], [0.2, 0.2, 0.6], [0.7, -0.4, -0.8], [-0.2, 0.8, 0.1], [-0.6, -0.7, 0.1], [0.1, -0.1, 0.1], [0.0, 0.3, 0.3], [0.1, -0.1, 0.0], [0.1, -0.1, -0.1], [0.1, 0.1, 0.1], [0.0, -0.1, 0.0], [-0.1, 0.1, 0.0], [-0.2, 0.1, 0.2], [-0.1, 0.1, 0.0], [0.0, 0.0, 0.0], [0.0, 0.0, 0.0], [0.0, 0.0, 0.1], [-0.1, 0.0, -0.1], [0.0, 0.0, 0.0], [0.0, 0.0, 0.0], [0.0, -0.1, 0.0], [0.0, 0.0, 0.0], [0.0, 0.2, -0.2], [0.0, -0.1, 0.0], [0.0, 0.0, 0.0], [0.0, 0.0, 0.1], [0.0, 0.1, -0.3], [0.1, 0.0, 0.1], [-0.1, 0.0, 0.0], [0.0, 0.0, -0.2], [0.0, 0.0, 0.0], [0.0, 0.0, 0.0], [0.0, 0.0, 0.0], [0.0, 0.1, 0.0], [-0.1, 0.0, 0.1], [0.0, -0.1, 0.0], [0.0, 0.0, 0.0], [0.1, 0.0, 0.0], [0.0, 0.0, 0.0], [0.0, 0.0, 0.0], [0.0, 0.0, 0.0], [0.1, 0.0, 0.0], [0.0, -0.1, 0.1], [0.0, 0.1, -0.1], [0.0, -0.1, 0.0], [-0.1, 0.1, 0.0], [0.0, 0.1, 0.0], [0.0, 0.0, 0.0], [0.0, 0.0, 0.0], [0.0, 0.0, 0.0], [0.0, 0.0, 0.0], [0.0, 0.0, 0.0], [0.0, -0.1, 0.0], [0.0, 0.0, 0.0], [0.1, 0.0, 0.0], [0.0, 0.0, 0.0], [0.0, 0.0, 0.0], [0.0, 0.0, 0.0], [-0.1, 0.0, 0.1], [0.1, 0.1, 0.1], [-0.1, 0.1, -0.1], [0.0, 0.0, 0.0], [0.0, 0.1, -0.1], [0.0, -0.2, -0.2], [0.0, 0.0, 0.0], [0.0, 0.0, 0.0], [0.0, 0.0, 0.0], [0.0, 0.0, -0.1], [0.1, 0.0, 0.0], [0.0, 0.0, 0.0], [0.0, 0.0, 0.0], [0.0, -0.1, 0.0], [0.0, 0.0, 0.0], [0.0, 0.1, 0.1], [0.0, 0.0, 0.1], [0.1, 0.0, -0.1], [0.1, 0.0, 0.1], [-0.1, -0.1, -0.1], [0.0, 0.1, -0.1], [-0.1, 0.0, 0.1], [0.0, 0.2, -0.1], [0.0, 0.0, 0.0], [0.0, 0.0, 0.0], [0.0, 0.0, 0.0], [0.0, 0.0, 0.0], [0.0, 0.0, 0.1], [0.0, 0.0, 0.0], [0.0, 0.0, 0.0], [0.1, 0.0, 0.0], [0.0, 0.0, 0.0], [0.1, -0.1, 0.0], [0.0, -0.1, 0.1]]
}